# 1
C22H36N3O3RuSSi3 as an isolated structure at a distorted geometry, computed with ωB97M-V with the def2-TZVPD basis set.

Structure (ORCA input):
```
! RIJCOSX wB97M-V def2-TZVPD def2/J DEFGRID3
* xyz 2 6
Ru -0.059 -0.094 0.180
N -1.512 -0.001 4.115
C -2.568 -0.855 4.307
C -3.297 -0.823 5.503
C -4.321 -1.714 5.695
C -4.664 -2.671 4.713
C -3.968 -2.725 3.543
C -2.914 -1.811 3.325
S -2.015 -1.964 1.909
N -1.117 -0.596 1.837
C -0.799 0.165 2.953
C 0.206 1.134 2.798
C 0.690 1.982 3.809
C 1.757 2.802 3.546
C 2.355 2.800 2.278
C 1.814 2.004 1.306
N 0.743 1.214 1.532
H -1.272 0.595 4.893
H -3.043 -0.097 6.267
H -4.877 -1.684 6.622
H -5.481 -3.356 4.887
H -4.220 -3.451 2.779
H 0.255 1.979 4.799
H 2.145 3.443 4.327
H 3.215 3.414 2.055
H 2.212 1.987 0.303
C 2.448 0.026 -1.791
O 1.117 0.519 -1.481
Si -0.198 0.653 -2.606
C -0.199 -0.916 -3.557
C -0.033 2.121 -3.682
C -1.391 0.775 -1.174
Si -1.743 2.569 -0.543
C -2.554 2.585 1.138
C -2.908 3.383 -1.735
C -0.168 3.580 -0.510
Si -2.987 -0.271 -1.460
C -2.700 -2.110 -1.590
C -4.223 0.070 -0.114
C -3.704 0.301 -3.081
H 3.002 0.818 -2.290
H 2.388 -0.853 -2.430
H 2.940 -0.239 -0.860
H 0.617 -0.895 -4.285
H -1.121 -1.059 -4.120
H -0.057 -1.785 -2.912
H 0.752 1.972 -4.429
H 0.188 3.027 -3.122
H -0.968 2.276 -4.231
H -3.633 2.717 1.036
H -2.170 3.429 1.718
H -2.394 1.677 1.715
H -3.919 2.977 -1.687
H -2.555 3.337 -2.766
H -2.963 4.439 -1.448
H 0.727 3.019 -0.766
H -0.018 4.025 0.477
H -0.251 4.400 -1.227
H -1.855 -2.521 -1.040
H -2.573 -2.397 -2.636
H -3.601 -2.608 -1.222
H -3.831 -0.051 0.901
H -5.052 -0.633 -0.239
H -4.634 1.078 -0.190
H -2.991 0.244 -3.908
H -4.086 1.319 -3.030
H -4.543 -0.354 -3.342
O 1.224 -1.712 0.413
O 0.205 -2.016 -0.330
*
```

Summary:
**E_LUMO (spin up / spin down)**: -6.306 / -8.830 eV
**E_HOMO (spin up / spin down)**: -12.522 / -15.092 eV
**Electronic energy**: -71045.2075 eV
**Molecular weight**: 607.9 g mol⁻¹
**Gap between HOMO and LUMO (spin up / spin down)**: 6.217 / 6.262 eV
**ΔE to the lowest compared entry with this formula, charge and spin**: 69.0 kcal/mol

# 2
C22H36N5O5S3Sc as an isolated structure at a distorted geometry, computed with ωB97M-V with the def2-TZVPD basis set.

Structure (ORCA input):
```
! RIJCOSX wB97M-V def2-TZVPD def2/J DEFGRID3
* xyz 2 1
Sc 0.771 0.077 -1.052
C -1.711 2.176 -0.701
C -0.404 2.900 -0.364
N 0.699 2.466 -1.249
C 0.756 3.209 -2.532
C -0.295 2.810 -3.567
S -0.477 0.989 -3.728
C -2.234 0.704 -3.273
C -2.420 0.143 -1.860
N -1.476 0.727 -0.887
H -2.126 2.584 -1.617
H -2.439 2.354 0.098
H -0.132 2.652 0.665
H -0.562 3.984 -0.429
H 1.572 2.739 -0.783
H 1.747 3.023 -2.962
H 0.652 4.287 -2.346
H 0.036 3.158 -4.545
H -1.276 3.241 -3.373
H -2.610 -0.016 -3.998
H -2.780 1.630 -3.434
H -2.242 -0.938 -1.870
H -3.458 0.328 -1.550
H -1.682 0.289 0.011
N 1.365 -3.722 -3.044
C 0.703 -4.291 -1.840
C -0.408 -3.375 -1.311
N 0.089 -2.215 -0.533
H 2.399 -3.537 -2.925
H 1.062 -2.703 -3.177
H 1.213 -4.277 -3.886
H 1.450 -4.455 -1.061
H 0.271 -5.259 -2.097
H -1.068 -3.980 -0.679
H -0.995 -3.017 -2.165
H 1.101 -2.331 -0.380
H -0.329 -2.253 0.402
O 2.532 -0.983 -0.843
S 2.723 -1.015 -2.339
O 1.249 -1.139 -2.770
O 3.445 -2.189 -2.780
S 3.255 0.794 -2.805
C -3.476 1.417 3.030
O -2.932 0.657 1.953
C -2.237 -0.498 2.210
C -2.737 -1.675 1.659
C -2.058 -2.872 1.800
C -0.828 -2.901 2.444
C -0.309 -1.738 2.985
C -1.014 -0.539 2.901
N -0.588 0.562 3.666
C 0.640 0.996 3.910
C 1.798 0.990 3.129
C 2.986 1.408 3.809
C 4.152 1.662 3.158
C 4.165 1.604 1.753
C 3.042 1.252 1.056
C 1.843 0.825 1.688
O 0.836 0.427 0.983
H -4.406 1.840 2.653
H -2.814 2.239 3.318
H -3.707 0.795 3.894
H -3.689 -1.640 1.151
H -2.499 -3.782 1.427
H -0.300 -3.833 2.574
H 0.621 -1.756 3.531
H -1.311 0.922 4.283
H 0.728 1.522 4.857
H 2.943 1.507 4.881
H 5.043 1.949 3.693
H 5.067 1.856 1.216
H 3.071 1.234 -0.033
*
```

Summary:
**E_LUMO**: -6.316 eV
**E_HOMO**: -13.871 eV
**Electronic energy**: -94283.3192 eV
**Molecular weight**: 591.7 g mol⁻¹
**Gap between HOMO and LUMO**: 7.555 eV
**ΔE to the lowest compared entry with this formula, charge and spin**: 34.0 kcal/mol

# 3
C22H37BeClP2 as an isolated structure at a distorted geometry, computed with ωB97M-V with the def2-TZVPD basis set.

Structure (ORCA input):
```
! RIJCOSX wB97M-V def2-TZVPD def2/J DEFGRID3
* xyz 0 1
P 0.142 -3.107 -0.820
P 0.256 0.896 -2.481
C -0.629 -1.740 -1.786
C 0.396 -0.903 -2.562
H -1.176 -1.121 -1.061
H -1.377 -2.145 -2.477
H 1.435 -1.135 -2.287
H 0.295 -1.135 -3.637
C -1.256 1.467 -3.293
H -1.280 2.558 -3.383
H -2.149 1.140 -2.747
H -1.304 1.051 -4.307
C 1.610 1.412 -3.585
H 1.319 1.290 -4.634
H 2.487 0.788 -3.382
H 1.881 2.459 -3.416
C -1.021 -4.488 -1.081
H -1.008 -5.139 -0.198
H -0.754 -5.063 -1.979
H -2.026 -4.068 -1.198
C 1.687 -3.702 -1.619
H 2.389 -2.875 -1.797
H 1.465 -4.209 -2.569
H 2.186 -4.422 -0.948
Be 0.318 -2.712 1.113
C 0.271 4.976 0.569
C -0.959 5.018 0.044
C -1.544 3.894 -0.774
C -1.484 2.553 0.006
C -0.544 1.566 -0.502
C 0.806 1.817 -0.984
C 1.310 3.259 -1.066
C 1.301 3.895 0.341
C 0.946 -4.104 1.810
H 0.603 5.740 1.279
H -1.639 5.870 0.172
H -1.037 3.782 -1.735
H -2.601 4.102 -1.001
H -1.237 2.738 1.072
H -2.495 2.100 0.004
H -0.634 0.590 0.007
H 1.577 1.180 -0.513
H 0.766 3.886 -1.779
H 2.343 3.237 -1.438
H 1.199 3.098 1.093
H 2.294 4.336 0.490
H 0.727 -4.102 2.882
H 2.036 -4.151 1.710
H 0.495 -4.999 1.370
Cl 1.532 -0.842 1.659
C 0.507 -0.840 3.097
C 1.027 -0.355 4.287
C 0.273 -0.480 5.469
C -1.038 -0.959 5.406
C -1.567 -1.399 4.199
C -0.774 -1.424 3.023
C -1.223 -2.027 1.756
H 2.023 0.081 4.298
H 0.719 -0.187 6.415
H -1.647 -0.992 6.311
H -2.584 -1.785 4.152
H -1.910 -2.871 1.905
H -1.728 -1.297 1.102
*
```

Summary:
**E_LUMO**: 0.349 eV
**E_HOMO**: -5.060 eV
**Electronic energy**: -54911.5877 eV
**Molecular weight**: 408.0 g mol⁻¹
**Gap between HOMO and LUMO**: 5.409 eV
**ΔE to the lowest compared entry with this formula, charge and spin**: 39.7 kcal/mol

# 4
C22H37BrMnO3SSi as an isolated structure at a distorted geometry, computed with ωB97M-V with the def2-TZVPD basis set.

Structure (ORCA input):
```
! RIJCOSX wB97M-V def2-TZVPD def2/J DEFGRID3
* xyz -1 5
C -0.413 4.300 -0.092
C -0.664 3.134 0.696
C 0.564 2.559 1.066
H -1.623 2.833 1.120
C 1.616 3.277 0.435
C 1.035 4.401 -0.257
H 1.581 5.160 -0.786
H -1.165 4.991 -0.438
H 0.675 1.774 1.822
H 2.686 3.074 0.587
Mn 0.284 2.764 -1.338
Br -1.820 2.402 -2.397
C 0.631 4.390 -4.122
C 1.541 5.289 -3.491
C 0.770 6.259 -2.768
H 2.615 5.345 -3.643
C -0.612 5.943 -2.946
C -0.695 4.805 -3.801
H -1.607 4.427 -4.215
H 0.898 3.622 -4.826
H 1.158 7.158 -2.284
H -1.443 6.559 -2.611
C -3.100 -0.817 1.789
C -1.783 -1.174 2.455
C -1.752 -0.618 3.867
C -1.620 -2.690 2.497
O -0.678 -0.513 1.720
Si 0.001 -1.043 0.313
S 0.866 0.473 -0.879
O 1.055 -2.247 0.801
C 2.286 -2.313 1.587
C 3.128 -1.068 1.351
C 1.913 -2.438 3.053
C 3.029 -3.565 1.112
O -1.151 -1.887 -0.500
C -1.014 -2.760 -1.646
C -0.848 -1.912 -2.910
C 0.152 -3.726 -1.493
C -2.297 -3.581 -1.735
H -3.938 -1.292 2.326
H -3.115 -1.164 0.756
H -3.259 0.268 1.790
H -2.532 -1.076 4.491
H -0.794 -0.823 4.345
H -1.907 0.468 3.861
H -1.726 -3.130 1.491
H -0.658 -2.977 2.935
H -2.428 -3.094 3.125
H 2.626 -0.175 1.738
H 4.071 -1.195 1.894
H 3.333 -0.928 0.283
H 1.395 -3.381 3.241
H 2.816 -2.409 3.673
H 1.281 -1.602 3.357
H 2.428 -4.467 1.298
H 3.234 -3.506 0.035
H 3.991 -3.660 1.639
H 0.008 -1.236 -2.820
H -0.693 -2.586 -3.775
H -1.752 -1.307 -3.085
H 0.049 -4.305 -0.574
H 0.154 -4.425 -2.343
H 1.106 -3.204 -1.496
H -2.438 -4.169 -0.820
H -3.180 -2.931 -1.870
H -2.265 -4.280 -2.587
*
```

Summary:
**E_LUMO (spin up / spin down)**: 0.987 / 2.432 eV
**E_HOMO (spin up / spin down)**: -3.150 / -3.175 eV
**Electronic energy**: -149637.9489 eV
**Molecular weight**: 544.5 g mol⁻¹
**Gap between HOMO and LUMO (spin up / spin down)**: 4.137 / 5.607 eV
**ΔE to the lowest compared entry with this formula, charge and spin**: 9.5 kcal/mol